This record from OMol25 describes a single C11H14N2 molecule. The level of theory is ωB97M-V with the def2-TZVPD basis set.

Geometry (Å):
C (-2.6881, -2.2803, 0.2856)
N (-1.5662, -1.4687, 0.0170)
C (-0.2730, -1.8420, -0.4007)
C (0.5361, -0.6902, -0.3039)
C (1.9895, -0.7792, -0.4625)
C (3.2878, -0.3977, 0.4468)
N (3.6037, 1.1257, 0.2557)
C (-0.3710, 0.5373, -0.4073)
C (-0.1326, 1.9294, -0.3250)
C (-1.2910, 2.6456, -0.0752)
C (-2.5437, 2.2873, 0.2675)
C (-2.6994, 0.9003, 0.1142)
C (-1.5747, 0.1063, -0.1486)
H (-3.7944, -1.9217, -0.0219)
H (-2.1020, -3.3163, -0.1035)
H (-2.3941, -2.5565, 1.5470)
H (-0.2974, -2.9463, -0.2121)
H (2.1740, -0.2396, -1.4140)
H (2.4503, -1.8878, -0.8031)
H (4.1261, -1.2056, 0.2370)
H (3.1089, -0.2576, 1.6733)
H (3.8552, 1.5199, 1.2027)
H (4.2010, 1.1311, -0.4855)
H (0.6130, 2.5498, -0.9811)
H (-1.0720, 3.7712, -0.3018)
H (-3.4389, 2.7439, 0.4299)
H (-3.7069, 0.5418, -0.0304)

Its largest force on an atom is 7.80 eV/A. As for the net charge: 0. For the energy above the lowest of the compared OMol25 structures with the same formula, charge and spin, the calculation gives 713.7 kJ/mol. The SMILES is Cn1cc(CCN)c2ccccc21. The spin multiplicity is 1.

Now the Löwdin charges, all in e:
1. C -0.11
2. N -0.20
3. C -0.02
4. C -0.17
5. C -0.19
6. C -0.23
7. N -0.04
8. C -0.15
9. C -0.03
10. C -0.15
11. C -0.07
12. C -0.01
13. C -0.14
14. H 0.12
15. H 0.11
16. H 0.15
17. H 0.12
18. H 0.10
19. H 0.15
20. H 0.11
21. H 0.14
22. H 0.07
23. H -0.01
24. H 0.15
25. H 0.13
26. H 0.08
27. H 0.10

***

This record from OMol25 describes 3 unconnected molecules or ions with the total composition C3H6INO. The level of theory is ωB97M-V with the def2-TZVPD basis set.

Geometry (Å):
N (-3.2217, 1.2847, -0.8957)
C (-2.5395, 1.6898, -0.0080)
O (-1.7377, 1.9973, 0.7633)
H (-4.1723, 1.3480, -1.1769)
C (-0.0397, -1.0180, 0.5236)
C (-0.4095, -0.3329, -0.5390)
H (-0.5354, -1.9272, 0.8183)
H (0.7773, -0.6983, 1.1531)
H (0.1048, 0.5637, -0.8394)
H (-1.2249, -0.6560, -1.1656)
I (5.3976, 0.2349, -0.0519)
H (5.5998, 1.1213, 1.2293)

Its largest force on an atom is 1.11 eV/A. As for the net charge: 0. For the energy above the lowest of the compared OMol25 structures with the same formula, charge and spin, the calculation gives 69.5 kJ/mol. The SMILES is N=C=O.C=C.I. The spin multiplicity is 1.

Now the Löwdin charges, all in e:
1. N 0.20
2. C -0.45
3. O 0.16
4. H 0.08
5. C -0.07
6. C -0.11
7. H 0.04
8. H 0.05
9. H 0.05
10. H 0.04
11. I 0.38
12. H -0.38

***

This record from OMol25 describes 2 unconnected molecules or ions with the total composition C5H6N6. The level of theory is ωB97M-V with the def2-TZVPD basis set.

Geometry (Å):
N (3.1797, -3.0008, 0.9644)
C (2.3424, -2.3740, 1.3989)
C (0.9750, -1.2255, 1.8169)
C (1.1415, -0.0531, 1.2623)
N (1.6060, 0.9709, 0.9514)
C (0.0208, -1.8603, 2.5411)
N (-0.9017, -2.3333, 3.0053)
H (1.1520, 1.4049, -0.0045)
N (0.1858, 1.8720, -1.0961)
C (-0.7977, 1.0484, -1.3534)
N (-0.7714, -0.1548, -0.6363)
N (-1.9470, 1.3041, -2.0280)
H (0.0820, 2.7276, -1.6285)
H (0.0738, -0.4007, -0.1790)
H (-1.3200, -0.9365, -0.9178)
H (-2.7301, 0.7192, -2.0538)
H (-2.2912, 2.2919, -2.0430)

Its largest force on an atom is 7.00 eV/A. As for the net charge: 0. For the energy above the lowest of the compared OMol25 structures with the same formula, charge and spin, the calculation gives 463.3 kJ/mol. The SMILES is N#CC(=C=N)C#N.N=C(N)N. The spin multiplicity is 1.

Now the Löwdin charges, all in e:
1. N 0.08
2. C -0.10
3. C -0.16
4. C -0.26
5. N 0.23
6. C -0.29
7. N 0.17
8. H 0.07
9. N 0.08
10. C -0.52
11. N 0.15
12. N 0.14
13. H 0.07
14. H 0.02
15. H 0.10
16. H 0.08
17. H 0.14

***

This record from OMol25 describes a molecular structure, C22H37N8O5S4Y. The level of theory is ωB97M-V with the def2-TZVPD basis set.

Geometry (Å):
Y (-1.1377, -0.0571, 0.9225)
C (4.6236, -3.6086, 1.3678)
C (3.2350, -3.4144, 1.9129)
C (3.0207, -2.7548, 3.1162)
C (1.7327, -2.5203, 3.5849)
C (0.6489, -2.9524, 2.8448)
C (0.8439, -3.6220, 1.6423)
C (2.1270, -3.8502, 1.1863)
S (-1.0002, -2.6995, 3.4455)
O (-1.5384, -4.0045, 3.7958)
O (-0.8734, -1.7866, 4.5841)
N (-1.7367, -2.0633, 2.2055)
C (-3.1902, -2.2596, 2.2281)
C (-3.9770, -0.9961, 1.8431)
O (-5.1811, -1.1076, 1.6147)
O (-3.2977, 0.0900, 1.7651)
H (5.3793, -3.3147, 2.0961)
H (4.7739, -3.0016, 0.4725)
H (4.7943, -4.6512, 1.0889)
H (3.8721, -2.3829, 3.6748)
H (1.5587, -1.9738, 4.5016)
H (-0.0116, -3.9280, 1.0554)
H (2.2731, -4.3331, 0.2260)
H (-3.5632, -2.5638, 3.2105)
H (-3.4977, -3.0541, 1.5393)
S (0.5136, -1.2946, -1.0304)
C (2.1692, -0.9911, -0.6123)
C (3.1545, -1.5505, -1.4942)
N (3.9163, -2.0163, -2.2255)
C (2.5887, -0.2769, 0.4692)
S (1.5412, 0.4856, 1.6169)
C (3.9975, -0.1413, 0.7095)
N (5.1236, -0.0190, 0.9270)
N (-2.5548, -1.2414, -0.8226)
H (-2.3827, -0.8803, -1.7623)
H (-3.5384, -1.0847, -0.6162)
H (-2.4024, -2.2446, -0.8492)
N (-0.3505, 2.0546, 3.7624)
N (-1.0830, 0.8933, 3.2654)
H (-0.7039, 2.8332, 3.2136)
H (0.6015, 1.9303, 3.4241)
H (-2.0746, 1.1047, 3.3486)
H (-0.9360, 0.1323, 3.9336)
C (-2.1718, 3.9253, -1.0617)
C (-2.6224, 2.7556, -0.1752)
C (-3.9160, 2.1613, -0.7388)
C (-2.8731, 3.2895, 1.2402)
O (-1.6129, 1.7800, -0.1429)
H (-2.8844, 4.7540, -1.0202)
H (-2.0902, 3.6063, -2.1032)
H (-1.1961, 4.2838, -0.7230)
H (-4.7007, 2.9202, -0.8246)
H (-4.2742, 1.3684, -0.0807)
H (-3.7207, 1.7505, -1.7327)
H (-3.6428, 4.0674, 1.2381)
H (-1.9471, 3.7314, 1.6216)
H (-3.2019, 2.4796, 1.8908)
C (2.8330, 0.5631, -5.0854)
C (1.7149, 0.1047, -4.1672)
N (0.3950, 0.5607, -4.6267)
C (-0.6018, 0.8713, -3.7333)
S (-2.1572, 0.2468, -3.9895)
N (-0.3121, 1.6853, -2.7262)
C (0.7689, 2.6626, -2.6928)
C (1.6102, 2.5593, -1.4324)
H (3.7860, 0.1696, -4.7289)
H (2.8937, 1.6529, -5.1197)
H (2.6786, 0.2040, -6.1058)
H (1.8730, 0.4598, -3.1533)
H (1.7109, -0.9852, -4.0897)
H (0.0105, -0.0230, -5.3542)
H (-0.9433, 1.6960, -1.9131)
H (0.3090, 3.6566, -2.7387)
H (1.3678, 2.5570, -3.5948)
H (0.9729, 2.5992, -0.5491)
H (2.3266, 3.3831, -1.3874)
H (2.1594, 1.6195, -1.3823)

Its largest force on an atom is 0.12 eV/A. As for the net charge: -2. For the energy above the lowest of the compared OMol25 structures with the same formula, charge and spin, the calculation gives 0.0 kJ/mol. The spin multiplicity is 1.

Now the Löwdin charges, all in e:
1. Y 1.14
2. C -0.06
3. C -0.28
4. C -0.05
5. C -0.07
6. C -0.30
7. C -0.08
8. C -0.06
9. S 0.55
10. O -0.34
11. O -0.37
12. N -0.31
13. C -0.22
14. C -0.69
15. O -0.01
16. O -0.19
17. H 0.07
18. H 0.06
19. H 0.07
20. H 0.11
21. H 0.11
22. H 0.11
23. H 0.12
24. H 0.11
25. H 0.11
26. S 0.57
27. C -0.79
28. C -0.32
29. N 0.14
30. C -0.78
31. S 0.59
32. C -0.31
33. N 0.14
34. N 0.00
35. H -0.06
36. H 0.05
37. H 0.04
38. N -0.04
39. N -0.13
40. H 0.04
41. H -0.02
42. H 0.06
43. H 0.05
44. C -0.06
45. C -0.72
46. C -0.04
47. C -0.05
48. O -0.38
49. H 0.07
50. H 0.07
51. H 0.08
52. H 0.08
53. H 0.07
54. H 0.05
55. H 0.08
56. H 0.07
57. H 0.06
58. C -0.09
59. C -0.27
60. N -0.02
61. C -0.88
62. S 0.54
63. N 0.01
64. C -0.22
65. C -0.07
66. H 0.07
67. H 0.06
68. H 0.06
69. H 0.07
70. H 0.11
71. H 0.08
72. H 0.07
73. H 0.10
74. H 0.09
75. H 0.05
76. H 0.08
77. H 0.05

***

This record from OMol25 describes a molecular structure, C8H9NO2. The level of theory is ωB97M-V with the def2-TZVPD basis set.

Geometry (Å):
C (-3.3917, 0.1904, 0.0188)
C (-2.1549, -0.7454, -0.2136)
C (-0.7385, -0.1422, -0.0078)
C (-0.5068, 1.2180, -0.1858)
C (0.8205, 1.6864, -0.0190)
C (1.8779, 0.8708, 0.1574)
C (1.6163, -0.5714, 0.2243)
C (0.2970, -1.1105, 0.0841)
H (-3.3867, 0.7175, 1.0670)
H (-3.6617, 0.9556, -0.7978)
H (-4.2440, -0.4537, 0.1917)
H (-1.4011, 1.8561, -0.4436)
H (0.7234, 2.7060, -0.0354)
H (2.9973, 1.0925, 0.0577)
H (2.7145, -2.1447, -0.4127)
H (4.2844, 0.1124, 0.3661)
H (0.0095, -2.1472, 0.3533)
N (2.8080, -1.4579, 0.2832)
O (-2.5377, -1.9464, -0.1660)
O (3.8743, -0.6864, -0.5218)

Its largest force on an atom is 6.19 eV/A. As for the net charge: 0. For the energy above the lowest of the compared OMol25 structures with the same formula, charge and spin, the calculation gives 480.8 kJ/mol. The spin multiplicity is 1.

Now the Löwdin charges, all in e:
1. C -0.06
2. C -0.31
3. C -0.17
4. C -0.03
5. C -0.09
6. C -0.02
7. C -0.18
8. C 0.04
9. H 0.11
10. H 0.09
11. H 0.05
12. H 0.13
13. H 0.08
14. H 0.10
15. H 0.08
16. H 0.24
17. H 0.13
18. N 0.00
19. O 0.02
20. O -0.21

***

no.,energy (a.u.)
1,-536.7982
2,-545.5553
3,-522.5375
4,-3306.1957
5,-515.2957